# 1
Entry from the Open Molecules 2025 dataset: a cluster of 2 separate species, C5H11NO in total in a non-equilibrium geometry (ωB97M-V with the def2-TZVPD basis set).

Calculated values
- F_max: 4.208 eV/A
- Kohn-Sham gap: 9.63 eV
- LUMO level: -0.0013 Ha
- DFT total energy: -326.9713 hartree
- HOMO energy: -9.67 eV

Structure (XYZ):
```
18
Properties=species:S:1:pos:R:3:forces:R:3:lowdin_charge:R:1
O -1.92088 -0.95236 1.17937 3.8 -0.1 -1.0 -0.181
H 1.79003 1.51076 -0.75327 1.3 0.1 0.6 0.062
H -2.34750 -0.31177 0.64593 -1.2 0.7 -0.8 -0.073
N -1.13006 1.80615 0.45982 0.1 -0.1 -0.1 0.163
H -1.96840 1.36927 0.87931 1.2 -0.1 0.2 0.061
C -0.17577 1.04727 0.07296 -2.5 0.8 -1.2 -0.411
C 0.81369 -0.83311 1.28496 2.0 1.5 -0.4 -0.051
C 0.76007 1.66147 -0.91846 -1.1 1.9 0.1 -0.034
C -0.08733 -1.33592 -0.95699 4.1 -0.6 -0.5 -0.038
C -0.09483 -0.41251 0.16881 -1.4 -1.4 3.7 -0.279
H -1.02223 -1.48451 -1.29957 -3.1 -0.6 -1.5 0.053
H 0.63810 -0.17452 2.16260 0.0 -1.1 -0.2 0.106
H 0.38743 -2.29971 -0.65903 -0.8 0.5 0.0 0.107
H 0.42150 2.75063 -0.93298 1.0 -1.4 -0.2 0.114
H 0.59524 1.20356 -1.88114 -0.4 0.0 -0.4 0.072
H 0.61023 -1.02550 -1.79045 -0.9 0.2 0.7 0.118
H 0.80497 -1.90978 1.35045 -0.4 -0.1 0.9 0.078
H 1.92575 -0.60942 0.98767 -1.8 -0.1 0.2 0.132
```
Positions in Å, forces in eV/Å.

# 2
Entry from the Open Molecules 2025 dataset: the molecule C5H11NO (ωB97M-V with the def2-TZVPD basis set).

Calculated values
- F_max: 0.494 eV/A
- Kohn-Sham gap: 10.65 eV
- LUMO level: 0.0344 Ha
- DFT total energy: -327.1126 hartree
- HOMO energy: -9.72 eV

Structure (XYZ):
```
18
Properties=species:S:1:pos:R:3:forces:R:3:lowdin_charge:R:1
H 0.14158 2.53347 1.21017 0.0 -0.1 0.0 0.080
H -1.73288 0.67286 0.65669 0.2 -0.1 0.0 0.101
C -1.47293 -0.80505 -0.90870 -0.2 0.1 -0.1 -0.090
O 1.77558 -0.98079 -1.57422 0.1 -0.1 0.5 0.017
C 0.40374 0.61348 0.24700 0.2 0.0 0.0 -0.380
N 0.97675 -0.69426 0.54688 0.1 0.0 0.0 0.027
H 1.01160 0.95796 -0.59051 -0.2 0.1 0.0 0.135
H -1.53946 -0.72594 -1.99838 0.2 0.1 0.2 0.077
H -0.76496 -1.59512 -0.67766 -0.1 0.0 -0.1 0.043
C 1.54324 -1.41443 -0.46096 -0.3 -0.1 -0.4 -0.377
H 1.65481 1.73424 1.66348 -0.2 -0.1 -0.2 0.079
H -1.28692 1.36693 -0.87251 0.1 -0.1 0.1 0.111
H 0.12452 1.16655 2.33836 0.0 0.0 -0.1 0.077
H -2.43876 -1.18556 -0.56569 0.0 0.3 0.0 0.068
H 1.71097 -2.47900 -0.21815 0.2 0.2 0.2 0.133
C 0.59707 1.56293 1.43081 -0.1 0.0 0.0 -0.061
C -1.07752 0.51767 -0.20968 -0.3 -0.1 0.0 -0.182
H 0.64749 -1.19219 1.36339 0.1 0.0 -0.1 0.143
```
Positions in Å, forces in eV/Å.

# 3
Entry from the Open Molecules 2025 dataset: a cluster of 2 separate species, C5H11NO in total (ωB97M-V with the def2-TZVPD basis set).

Calculated values
- F_max: 0.521 eV/A
- Kohn-Sham gap (alpha / beta): 7.40 / 7.26 eV
- LUMO level (alpha / beta): 0.0086 / 0.0086 Ha
- DFT total energy: -327.0125 hartree
- HOMO energy (alpha / beta): -7.17 / -7.03 eV

Structure (XYZ):
```
18
Properties=species:S:1:pos:R:3:forces:R:3:lowdin_charge:R:1
C -1.34528 0.80085 1.71077 0.0 0.0 0.0 -0.047
C -0.97753 -1.30441 -1.07873 -0.1 0.0 0.1 -0.100
H -0.51087 -2.16121 -1.59127 0.0 0.1 0.1 0.085
H -1.09996 -1.60282 -0.02629 0.0 0.1 -0.1 0.065
H 2.45626 -0.52675 0.82463 -0.1 0.0 -0.1 0.045
C -0.16630 -0.07275 -1.20792 -0.1 -0.1 -0.1 -0.169
H -2.17183 0.34217 1.16167 0.1 0.1 0.1 0.019
H -1.60765 0.87458 2.76861 0.0 0.0 -0.1 0.020
H -0.41598 0.75196 -1.85797 0.1 -0.1 0.1 0.113
O 1.41418 2.11305 -1.51320 0.1 -0.4 0.3 0.109
N 0.97914 0.03492 -0.54562 0.0 0.3 -0.2 -0.194
C 1.74536 1.24919 -0.76082 0.0 0.3 -0.2 -0.216
H -0.44277 0.18794 1.60700 -0.2 0.1 0.0 -0.007
H -1.15947 1.79986 1.30775 0.0 -0.1 0.1 0.025
C 1.54399 -0.82355 0.32979 0.1 -0.3 0.1 -0.012
H 2.66427 1.26395 -0.15756 -0.1 0.0 0.0 0.135
H -1.97294 -1.15831 -1.50438 0.2 0.0 0.0 0.077
H 1.06738 -1.76867 0.53354 0.1 0.1 -0.1 0.052
```
Positions in Å, forces in eV/Å.

# 4
Entry from the Open Molecules 2025 dataset: a cluster of 2 separate species, C5H11NO in total in a non-equilibrium geometry (ωB97M-V with the def2-TZVPD basis set).

Calculated values
- F_max: 2.415 eV/A
- Kohn-Sham gap: 8.39 eV
- LUMO level: 0.0193 Ha
- DFT total energy: -326.9780 hartree
- HOMO energy: -7.87 eV

Structure (XYZ):
```
18
Properties=species:S:1:pos:R:3:forces:R:3:lowdin_charge:R:1
H 0.99643 0.37798 0.87671 0.1 -0.1 -0.4 0.121
O -1.34947 -0.18898 4.91588 -0.4 -0.4 -0.2 -0.059
H 2.76474 2.14050 -1.84999 -0.6 1.2 -0.8 0.059
C -0.77793 -1.38707 -1.00166 -0.9 0.5 -0.6 -0.240
H 0.91108 -0.41868 -1.39489 -0.5 -0.1 -0.7 0.109
H -0.55444 1.01412 0.62603 0.0 0.6 -0.5 0.121
C 1.72578 1.80997 -1.85996 -0.5 -0.8 0.7 -0.011
C 1.15825 1.78302 -0.63208 0.5 1.8 -0.3 -0.178
H -2.17268 -0.67912 4.79482 -0.3 0.4 0.3 0.035
H -0.75931 -0.79714 4.47217 0.7 0.0 -0.1 0.023
C -0.74140 -2.25122 -2.05088 0.2 0.0 2.1 -0.030
N 0.00490 -0.25580 -0.95266 2.4 -0.1 0.1 -0.059
H -1.56936 -1.40669 -0.25892 -0.4 0.1 -0.3 0.101
C 0.34719 0.74896 0.05534 -1.6 -1.1 0.3 -0.218
H 1.39919 2.71765 -0.10776 0.7 -1.0 1.0 0.100
H 1.25331 1.40966 -2.75455 0.6 -0.9 0.2 0.060
H -1.58447 -2.91588 -2.14896 0.3 -0.4 0.0 0.028
H 0.23337 -2.49131 -2.45250 -0.2 0.3 -0.9 0.039
```
Positions in Å, forces in eV/Å.

# 5
Entry from the Open Molecules 2025 dataset: a cluster of 2 separate species, C5H11NO in total in a non-equilibrium geometry (ωB97M-V with the def2-TZVPD basis set).

Calculated values
- F_max: 4.565 eV/A
- Kohn-Sham gap (alpha / beta): 9.53 / 9.54 eV
- LUMO level (alpha / beta): 0.0075 / 0.0088 Ha
- DFT total energy: -326.8865 hartree
- HOMO energy (alpha / beta): -9.32 / -9.30 eV

Structure (XYZ):
```
18
Properties=species:S:1:pos:R:3:forces:R:3:lowdin_charge:R:1
H -3.03838 0.85831 -0.00852 1.1 -0.1 -0.3 0.119
H 1.08318 1.69212 -1.18451 -0.7 0.5 -1.2 0.062
H 0.08444 -0.64058 -2.09191 -0.3 0.6 -0.4 0.068
H 2.15263 0.94638 -0.06466 0.7 -0.2 -0.1 0.067
H -0.04454 -0.22331 1.85060 -0.2 1.0 3.1 0.034
H 1.23989 -1.55955 -1.32793 0.0 0.1 0.8 0.089
C -2.10432 0.36281 -0.36360 -1.9 -0.3 0.1 0.070
H -0.49945 -1.95829 -1.13269 1.1 1.2 0.7 0.110
H -2.19326 -0.39940 -1.12752 0.0 0.1 -0.4 0.088
C 1.13072 1.21423 -0.24982 -0.1 -2.0 2.6 -0.003
C 0.26826 -1.09714 -1.13006 -1.0 -1.3 -1.4 -0.064
H 0.81931 1.80468 0.62678 0.2 0.4 -0.7 0.067
H 1.70286 -0.56243 1.46440 1.7 0.5 0.9 0.069
C 0.24520 -0.10354 0.01561 2.1 0.5 -2.0 -0.565
H 0.45331 -1.76638 1.41391 -0.1 -1.0 -0.3 0.080
C 0.69011 -0.73333 1.33377 -1.6 -0.2 -2.0 -0.006
N -1.02288 0.52068 0.21746 -0.5 2.3 3.9 -0.059
O -0.96708 1.64473 1.75868 -0.5 -2.2 -3.2 -0.226
```
Positions in Å, forces in eV/Å.

# 6
Entry from the Open Molecules 2025 dataset: a cluster of 2 separate species, C5H11NO in total (ωB97M-V with the def2-TZVPD basis set).

Calculated values
- F_max: 0.427 eV/A
- Kohn-Sham gap: 9.59 eV
- LUMO level: 0.0322 Ha
- DFT total energy: -327.0475 hartree
- HOMO energy: -8.72 eV

Structure (XYZ):
```
18
Properties=species:S:1:pos:R:3:forces:R:3:lowdin_charge:R:1
H 0.09638 -2.66814 -1.01503 -0.1 0.1 0.1 0.077
N 0.49326 1.53843 -0.01929 -0.3 0.2 -0.1 0.065
C 0.15322 0.20016 0.30417 -0.2 -0.2 -0.1 -0.408
H -1.63041 -2.35639 -0.87034 0.1 0.0 0.1 0.071
H -1.90519 1.25403 -0.02670 0.0 0.1 -0.1 0.097
C -0.39340 -0.61446 -0.61130 0.1 0.2 0.1 -0.151
H 2.44201 -0.07578 -1.69177 0.1 0.1 0.0 0.038
H -0.62416 -2.41400 0.58357 0.0 0.1 -0.1 0.066
H 1.34406 0.48124 2.05252 -0.1 -0.1 -0.1 0.077
H 2.27046 0.58475 -1.39312 0.1 -0.1 -0.1 0.020
H 1.00352 -1.22349 1.70495 -0.1 0.1 0.0 0.074
C -0.42095 2.37992 -0.26949 0.4 0.0 0.0 -0.262
H -0.58375 -0.19494 -1.59989 0.0 0.0 0.1 0.113
H -0.17051 3.40366 -0.54106 0.0 -0.1 0.1 0.129
C -0.65105 -2.08614 -0.45945 0.0 0.0 0.1 -0.097
O -1.75138 2.19337 -0.23687 0.0 -0.2 0.0 0.045
C 0.58278 -0.21437 1.69104 0.0 0.0 0.0 -0.037
H -0.25490 -0.18786 2.39806 0.1 0.0 -0.1 0.084
```
Positions in Å, forces in eV/Å.

# 7
Entry from the Open Molecules 2025 dataset: a cluster of 2 separate species, C5H11NO in total (ωB97M-V with the def2-TZVPD basis set).

Calculated values
- F_max: 0.455 eV/A
- Kohn-Sham gap: 10.05 eV
- LUMO level: 0.0304 Ha
- DFT total energy: -327.0909 hartree
- HOMO energy: -9.23 eV

Structure (XYZ):
```
18
Properties=species:S:1:pos:R:3:forces:R:3:lowdin_charge:R:1
H -2.16554 -1.54470 0.95927 0.1 0.0 0.0 0.088
C -1.09148 -1.41025 0.78671 0.0 0.0 0.0 -0.042
C -0.72654 0.04379 0.88710 0.1 0.0 0.2 -0.401
C -1.42829 0.75498 -1.37722 0.0 -0.2 -0.1 -0.340
H -1.64186 1.83319 0.32858 0.0 -0.1 -0.1 0.134
H -0.53919 -1.99100 1.52980 -0.1 0.1 -0.1 0.080
C 0.12990 0.54708 1.77311 -0.1 0.0 0.0 0.043
N -1.39617 0.91791 -0.01915 0.1 0.0 -0.1 0.069
H 0.40356 1.59950 1.77104 -0.1 -0.1 0.0 0.068
H 0.62276 -0.09303 2.49791 -0.1 0.1 -0.1 0.068
O -0.98502 -0.19063 -1.99326 -0.2 0.3 0.2 0.020
H 1.53745 -0.25597 -0.28849 0.1 0.0 -0.1 -0.017
H -0.86600 -1.79027 -0.21323 0.0 0.0 0.1 0.075
H 3.05963 0.61564 -0.56232 -0.1 -0.1 -0.1 0.019
H -1.92618 1.60926 -1.87551 0.1 -0.1 0.0 0.131
H 1.88177 0.40657 -1.89888 0.1 -0.1 0.1 0.019
C 2.32451 -0.05607 -1.01378 0.0 0.0 0.0 -0.036
H 2.80668 -0.99600 -1.29169 0.0 0.1 0.0 0.021
```
Positions in Å, forces in eV/Å.

# 8
Entry from the Open Molecules 2025 dataset: a structure of composition C5H11NO in a non-equilibrium geometry (ωB97M-V with the def2-TZVPD basis set).

Calculated values
- F_max: 4.181 eV/A
- Kohn-Sham gap: 9.63 eV
- LUMO level: 0.0374 Ha
- DFT total energy: -327.0210 hartree
- HOMO energy: -8.61 eV

Structure (XYZ):
```
18
Properties=species:S:1:pos:R:3:forces:R:3:lowdin_charge:R:1
C -1.51171 0.57997 -0.11851 -1.6 1.8 2.3 -0.274
C -1.06911 -0.47027 0.90181 -0.3 0.4 -0.3 -0.147
H -1.17564 -1.47618 0.49245 0.0 0.1 0.1 0.110
H 0.99287 -1.95368 -1.01590 0.0 0.1 0.0 0.071
H -1.92216 0.18460 -1.05833 0.4 0.3 -0.4 0.124
H 1.83621 0.45551 -0.57140 0.2 -0.2 -0.2 0.079
C 0.79627 0.20526 -0.80527 1.8 -0.7 2.3 -0.178
O -1.59627 1.77398 0.21478 0.0 -2.4 -1.2 -0.002
H 1.06633 -0.90372 1.26996 0.0 -0.1 -0.1 0.119
H -0.25584 -1.24095 -2.03406 0.1 -0.1 0.0 0.062
H 1.08603 1.83181 1.36373 0.2 -0.6 -0.1 0.092
H -0.26749 1.47933 2.15388 0.5 -0.4 -0.4 0.088
H -1.65232 -0.37835 1.82341 0.0 0.0 0.0 0.120
C 0.74369 -1.07500 -1.61956 -0.2 -0.1 0.1 -0.146
H 0.50532 1.07703 -1.39477 -0.8 0.0 0.6 0.090
H 1.44796 -1.05178 -2.45866 -0.1 0.0 0.1 0.071
C 0.37703 -0.09065 1.05423 0.3 0.1 -4.2 -0.314
N 0.59883 1.05310 1.80219 -0.4 1.8 1.4 0.037
```
Positions in Å, forces in eV/Å.

The records above yield energy above the lowest of the compared OMol25 structures with the same formula, charge and spin values of 420.3; 49.2; 312.1; 402.6; 642.8; 220.1; 106.1; 289.8 kJ/mol, respectively.